The following is a quantum chemistry calculation of a molecular structure, C42H68BN14O2S5Sr, from the Open Molecules 2025 dataset.

```
133
Properties=species:S:1:pos:R:3:forces:R:3
Sr -1.039 -0.770 -0.334 -0.0232 -0.0687 0.2375
N -5.599 -2.116 -2.187 -0.0485 0.0254 0.0020
C -4.276 -1.909 -1.810 0.0891 -0.0225 -0.0089
S -4.055 -0.705 -0.561 0.0136 -0.0538 0.0081
N -3.431 -2.664 -2.429 0.0411 0.0242 0.0664
N -2.081 -2.593 -2.062 -0.0848 -0.0099 -0.0685
C -1.413 -3.479 -2.712 0.0416 0.0720 0.0369
C 0.011 -3.788 -2.683 -0.1441 0.0362 -0.0290
C 0.442 -4.749 -3.607 -0.0497 -0.0164 -0.0180
C 1.762 -5.130 -3.733 0.0687 0.0263 0.0526
C 2.702 -4.544 -2.874 -0.0584 -0.0409 -0.0654
C 2.314 -3.608 -1.945 0.0247 -0.0078 0.0525
C 0.962 -3.176 -1.817 0.1410 0.0439 0.0641
O 0.663 -2.260 -0.973 -0.1076 0.0444 -0.1089
H -6.202 -1.327 -2.031 0.0024 0.0105 0.0162
H -5.697 -2.570 -3.083 0.0122 -0.0103 -0.0006
H -1.995 -4.090 -3.406 0.0130 -0.0344 0.0053
H -0.307 -5.199 -4.253 0.0123 -0.0008 -0.0003
H 2.061 -5.872 -4.462 -0.0075 0.0008 0.0015
H 3.746 -4.833 -2.941 0.0015 0.0068 0.0093
H 3.031 -3.153 -1.271 0.0024 -0.0019 -0.0129
C -4.690 -3.536 4.377 0.0069 -0.0051 -0.0026
C -4.608 -2.752 3.067 0.0241 -0.0193 0.0026
C -5.967 -2.136 2.712 0.0205 0.0054 0.0060
C -4.234 -3.694 1.924 0.0212 0.0278 -0.0051
N -3.638 -1.637 3.272 -0.0316 0.0383 -0.0072
C -4.004 -0.519 4.014 0.0500 0.0255 0.0145
C -2.943 0.305 4.060 -0.0295 -0.0020 0.0141
N -1.913 -0.292 3.371 0.0868 -0.0166 -0.0420
B -0.549 0.365 3.004 -0.1368 0.0439 0.0001
N -0.607 1.868 3.378 -0.0464 -0.0211 -0.0795
C 0.163 2.498 4.326 0.0219 0.0162 0.0475
C -0.090 3.818 4.263 0.0214 -0.0589 0.0254
N -1.024 4.012 3.250 0.0066 0.0174 -0.0179
C -1.331 2.792 2.700 -0.0031 0.0550 0.0528
S -2.416 2.433 1.448 0.0143 -0.0056 -0.0279
C -1.583 5.328 2.856 -0.0087 -0.0100 -0.0038
C -0.946 6.421 3.713 0.0010 0.0024 -0.0054
C -1.252 5.612 1.390 -0.0026 -0.0094 0.0067
C -3.093 5.334 3.099 0.0048 -0.0227 0.0024
N 0.579 -0.329 3.784 0.0497 0.0517 -0.0303
C 0.415 -1.244 4.799 0.0220 -0.1189 0.0736
C 1.603 -1.825 5.037 -0.0513 0.0697 -0.0172
N 2.523 -1.264 4.156 0.0169 -0.0270 0.0162
C 1.881 -0.324 3.389 0.0434 -0.0395 0.0700
S 2.518 0.706 2.213 -0.0182 0.0201 -0.0365
C 3.935 -1.697 4.016 -0.0174 -0.0160 -0.0263
C 4.869 -0.531 4.337 -0.0053 0.0016 0.0011
C 4.157 -2.227 2.598 -0.0067 0.0173 -0.0031
C 4.215 -2.830 5.003 -0.0161 0.0397 -0.0085
C -2.330 -1.498 2.907 -0.0463 -0.0342 0.0374
S -1.289 -2.592 2.115 -0.0354 -0.0106 -0.0658
H -5.419 -4.342 4.278 0.0061 -0.0066 0.0132
H -4.994 -2.893 5.206 -0.0034 0.0025 -0.0084
H -3.718 -3.973 4.614 -0.0053 0.0034 -0.0077
H -6.669 -2.945 2.510 -0.0057 0.0103 -0.0030
H -5.871 -1.524 1.814 0.0012 -0.0016 0.0021
H -6.384 -1.531 3.518 -0.0128 -0.0270 -0.0124
H -5.084 -4.363 1.771 0.0068 0.0000 0.0038
H -3.352 -4.285 2.147 0.0016 0.0002 -0.0022
H -4.058 -3.143 1.002 0.0086 0.0138 -0.0058
H -4.987 -0.391 4.422 0.0191 0.0026 -0.0085
H -2.844 1.282 4.497 -0.0124 -0.0100 -0.0120
H -0.330 0.291 1.827 -0.0010 -0.0381 0.0419
H 0.853 1.954 4.946 -0.0127 0.0093 -0.0142
H 0.333 4.621 4.834 -0.0095 -0.0036 -0.0153
H 0.134 6.472 3.564 -0.0076 0.0105 0.0028
H -1.155 6.280 4.774 -0.0069 -0.0009 -0.0089
H -1.375 7.376 3.410 0.0083 0.0103 -0.0002
H -0.170 5.587 1.241 -0.0061 0.0110 0.0023
H -1.619 6.607 1.125 0.0077 -0.0025 -0.0063
H -1.716 4.872 0.741 -0.0044 -0.0020 0.0101
H -3.302 5.167 4.158 -0.0015 0.0049 -0.0088
H -3.577 4.553 2.516 -0.0042 0.0050 0.0054
H -3.506 6.304 2.812 0.0090 0.0032 0.0019
H -0.544 -1.443 5.243 0.0038 0.0269 -0.0296
H 1.855 -2.598 5.735 0.0158 0.0049 -0.0053
H 4.691 0.301 3.659 0.0021 -0.0010 -0.0042
H 5.905 -0.861 4.239 -0.0022 0.0060 0.0050
H 4.707 -0.192 5.363 0.0085 -0.0041 -0.0007
H 3.974 -1.447 1.862 0.0099 -0.0151 0.0035
H 3.476 -3.056 2.397 0.0107 -0.0074 0.0036
H 5.185 -2.581 2.498 0.0012 -0.0056 0.0068
H 4.082 -2.508 6.038 0.0067 -0.0131 -0.0035
H 5.254 -3.135 4.876 0.0023 -0.0043 0.0086
H 3.584 -3.698 4.812 0.0053 -0.0009 -0.0001
C -2.362 4.769 -2.772 0.0126 -0.0338 -0.0160
N -1.809 3.664 -2.030 0.0058 -0.0371 0.0033
C -0.390 3.551 -1.737 -0.0246 0.0915 0.0584
C -0.287 2.079 -1.387 -0.0141 -0.0578 -0.0465
O 0.705 1.495 -0.982 -0.0164 -0.0297 -0.0246
N -1.496 1.480 -1.570 0.0869 -0.0155 -0.2193
C -2.344 2.423 -1.949 0.0474 0.0627 0.0714
N -3.623 2.149 -2.210 0.0206 0.0170 -0.0615
H -1.906 5.692 -2.416 -0.0152 0.0062 0.0019
H -3.436 4.850 -2.603 0.0040 0.0065 0.0121
H -2.176 4.673 -3.846 0.0011 0.0083 0.0063
H -0.094 4.173 -0.891 -0.0278 -0.0194 0.0161
H 0.225 3.768 -2.612 0.0080 -0.0302 -0.0116
H -3.943 1.238 -1.863 -0.0094 -0.0200 0.0263
H -4.287 2.901 -2.251 -0.0208 -0.0023 0.0087
C 5.330 1.523 -2.942 0.0068 -0.0321 0.0317
C 5.041 0.490 -1.855 -0.0403 0.0263 -0.0298
C 3.561 0.323 -1.515 0.0561 0.0237 -0.0484
C 2.703 -0.232 -2.644 -0.0137 -0.0466 0.0095
N 2.287 0.825 -3.578 -0.0527 0.0039 -0.0179
C 1.235 0.782 -4.413 0.0799 0.1138 0.0287
S 0.467 2.223 -4.905 0.0224 -0.0838 -0.0109
N 0.795 -0.394 -4.893 -0.0686 0.0224 0.0649
C 1.512 -1.663 -5.032 -0.0082 0.0192 -0.0216
C 2.792 -1.592 -5.858 0.0050 -0.0252 -0.0302
C 2.607 -1.234 -7.335 -0.0134 0.0329 0.0143
C 2.463 0.259 -7.619 -0.0165 -0.0415 -0.0224
H 6.405 1.637 -3.098 -0.0059 0.0128 -0.0139
H 4.929 2.502 -2.664 -0.0014 0.0001 -0.0102
H 4.881 1.239 -3.895 0.0002 0.0070 -0.0010
H 5.571 0.772 -0.941 0.0115 -0.0103 -0.0034
H 5.446 -0.480 -2.164 0.0107 -0.0005 0.0199
H 3.129 1.266 -1.168 -0.0008 -0.0079 0.0308
H 3.465 -0.362 -0.671 -0.0389 0.0074 0.0164
H 1.818 -0.701 -2.215 -0.0126 -0.0166 -0.0143
H 3.269 -1.003 -3.174 0.0122 0.0011 -0.0205
H 2.451 1.763 -3.245 0.0242 0.0057 -0.0135
H -0.033 -0.279 -5.452 0.0073 -0.0063 -0.0318
H 0.811 -2.343 -5.517 -0.0166 -0.0078 0.0106
H 1.719 -2.098 -4.059 0.0060 -0.0001 0.0208
H 3.246 -2.585 -5.782 0.0150 0.0137 0.0266
H 3.494 -0.889 -5.398 0.0095 0.0062 0.0072
H 1.736 -1.773 -7.725 0.0128 -0.0110 -0.0112
H 3.471 -1.611 -7.891 -0.0053 -0.0089 -0.0031
H 1.569 0.691 -7.170 0.0285 0.0102 -0.0031
H 2.419 0.442 -8.695 0.0034 0.0171 0.0104
H 3.321 0.808 -7.223 -0.0098 0.0092 0.0052
```
Positions in Å, forces in eV/Å.

Properties
Total charge   -1
Gap between HOMO and LUMO   6.7 eV
ΔE to the lowest compared entry with this formula, charge and spin   0.0 kcal per mole
Energy   -125315.863 eV